# 1
ORCA calculation (ωB97M-V/def2-TZVPD) on CH2O3Zn as an isolated structure.

Geometry as XYZ:
```
7
Properties=species:S:1:pos:R:3:forces:R:3:mulliken_charge:R:1
Zn 2.2601 -0.0053 -0.1058 0.58 -0.02 -0.10 0.5422
O -1.5674 0.6268 -0.0959 0.06 2.47 0.86 -0.3818
O 0.4665 0.7102 0.1385 2.27 0.13 2.80 -0.5294
O -0.3358 -1.2154 -0.3821 -1.00 -2.72 2.11 -0.3974
C -0.5404 -0.0692 0.2262 1.50 3.51 -6.29 0.8903
H -0.1622 -1.9323 0.2457 -0.10 -0.61 -0.21 0.3871
H -0.8795 1.5785 -0.2379 -3.33 -2.75 0.83 0.4889
```
Positions in Å, forces in eV/Å.

* multiplicity: 2
* total charge: +1
* orbital gap (spin up / spin down): 7.68 / 10.34 eV
* LUMO (spin up / spin down): -0.22667 / -0.25533 Eh

***

# 2
ORCA calculation (ωB97M-V/def2-TZVPD) on an isolated molecule of CH2O4.

Geometry as XYZ:
```
7
Properties=species:S:1:pos:R:3:forces:R:3:mulliken_charge:R:1
O -1.2933 -1.1067 -0.0932 -2.31 2.04 -1.09 -0.2037
O -2.4391 -0.0211 -0.1243 0.27 -3.37 -0.02 -0.0379
O -1.4932 0.9826 -0.0386 2.94 0.64 -0.09 -0.1757
O 0.7699 -0.0183 -0.3495 -0.29 0.80 -0.61 -0.4417
C -0.4590 0.0022 0.2430 0.23 -1.13 1.46 0.2757
H -0.2697 -0.1745 1.3385 0.14 1.16 -0.83 0.2381
H 0.8583 0.0928 -1.3321 -0.97 -0.14 1.18 0.3452
```
Positions in Å, forces in eV/Å.

* SMILES: OC1OOO1
* orbital gap: 9.98 eV
* energy above the lowest of the compared OMol25 structures with the same formula, charge and spin: 432.45 kJ/mol
* LUMO: -0.00503 Eh

***

# 3
ORCA calculation (ωB97M-V/def2-TZVPD) on a 2-piece molecular cluster, CH2O4S overall.

Geometry as XYZ:
```
8
Properties=species:S:1:pos:R:3:forces:R:3:mulliken_charge:R:1
S 1.9728 0.0605 0.2702 1.04 -1.60 -1.52 0.8056
O -1.3924 0.8359 -0.0790 0.56 -3.31 0.42 -0.5005
O -0.1592 -1.0980 0.5118 -0.19 -0.81 0.38 -0.4134
O 1.2491 1.2683 0.2854 -0.68 2.28 0.72 -0.5045
O 2.1222 -0.4924 -1.0491 0.40 -0.23 0.72 -0.3928
C -1.2053 -0.6676 0.1575 0.99 5.08 -0.74 0.2179
H -0.5262 1.3765 -0.0125 -1.46 -1.85 0.08 0.4302
H -2.0610 -1.2831 -0.0843 -0.66 0.45 -0.06 0.3574
```
Positions in Å, forces in eV/Å.

* orbital gap: 10.71 eV
* energy above the lowest of the compared OMol25 structures with the same formula, charge and spin: 69.13 kJ/mol
* LUMO: -0.02759 Eh

***

# 4
ORCA calculation (ωB97M-V/def2-TZVPD) on an isolated molecule of CH2O4S.

Geometry as XYZ:
```
8
Properties=species:S:1:pos:R:3:forces:R:3:mulliken_charge:R:1
S 1.5407 -0.5251 0.0353 2.57 0.50 -6.04 0.6816
O -2.1905 -1.5713 0.5032 -1.88 -0.43 0.53 -0.1133
O -0.2731 -1.1491 -0.6157 -5.08 -2.17 1.95 -0.4063
O 1.2015 0.0755 1.2590 0.00 1.31 4.00 -0.5486
O 2.3500 -1.6873 -0.2345 0.61 -0.34 1.21 -0.5007
C -1.0052 -1.3287 0.4642 3.98 1.40 -3.95 0.4139
H 2.0442 0.4075 -0.9646 0.26 -0.03 1.40 0.1498
H -0.4083 -1.0556 1.3610 -0.45 -0.24 0.90 0.3236
```
Positions in Å, forces in eV/Å.

* multiplicity: 3
* orbital gap (spin up / spin down): 7.00 / 6.55 eV
* energy above the lowest of the compared OMol25 structures with the same formula, charge and spin: 22.86 kJ/mol
* LUMO (spin up / spin down): 0.01053 / -0.18221 Eh

***

# 5
ORCA calculation (ωB97M-V/def2-TZVPD) on an isolated ion of composition CH2O5P and charge -1.

Geometry as XYZ:
```
9
Properties=species:S:1:pos:R:3:forces:R:3:mulliken_charge:R:1
P 2.2947 0.0891 -0.0134 -0.82 -1.31 -0.94 0.9854
O 0.9912 -0.5447 -1.1044 2.14 1.11 -0.12 -0.5038
O 1.0341 -0.3872 1.0067 3.33 0.60 2.66 -0.4338
O -0.7033 0.6074 0.0385 -3.87 -4.90 -2.11 -0.5051
O 3.4891 -0.7746 0.0320 -0.40 -0.02 0.05 -0.7313
O 2.3538 1.5526 -0.0972 -0.04 0.62 -0.01 -0.6748
C 0.1909 -0.4792 -0.0077 -1.59 1.34 -1.02 0.2739
H -0.2488 1.3157 0.2770 3.41 5.08 1.56 0.2618
H -0.3633 -1.3231 0.1122 -2.16 -2.53 -0.07 0.3278
```
Positions in Å, forces in eV/Å.

* total charge: -1
* orbital gap: 9.84 eV
* energy above the lowest of the compared OMol25 structures with the same formula, charge and spin: 111.21 kJ/mol
* LUMO: 0.15146 Eh

***

# 6
ORCA calculation (ωB97M-V/def2-TZVPD) on a 2-piece molecular cluster, CH2OS2 overall.

Geometry as XYZ:
```
6
Properties=species:S:1:pos:R:3:forces:R:3:mulliken_charge:R:1
S 1.6776 1.2275 0.4699 -0.30 -0.10 -0.07 -0.1132
S 2.5463 -0.2579 -0.4937 0.83 -1.36 1.56 -0.1269
O -2.3074 1.2842 -0.1452 -2.65 -0.55 -1.48 -0.2338
C -1.3514 1.5246 0.4218 2.74 -1.44 -0.98 0.0046
H 3.0270 -1.1696 0.5790 -0.93 1.50 -1.60 0.1745
H -1.1372 2.1010 1.2412 0.30 1.95 2.57 0.2948
```
Positions in Å, forces in eV/Å.

* orbital gap (spin up / spin down): 6.39 / 8.97 eV
* energy above the lowest of the compared OMol25 structures with the same formula, charge and spin: 306.24 kJ/mol
* LUMO (spin up / spin down): -0.05697 / 0.01066 Eh

***

# 7
ORCA calculation (ωB97M-V/def2-TZVPD) on an isolated molecule of CH2OS3.

Geometry as XYZ:
```
7
Properties=species:S:1:pos:R:3:forces:R:3:mulliken_charge:R:1
S 0.5347 0.7450 -1.4305 -0.36 -0.45 -0.03 -0.1221
S -1.5898 2.1055 0.8708 -0.37 1.42 0.94 -0.2546
S -1.1711 0.5976 -0.1348 1.83 -1.51 -0.40 0.0357
O 0.5287 -1.5722 0.1007 0.51 -0.50 0.35 -0.4140
C 0.5688 -0.2298 0.1233 0.60 2.16 -0.23 0.0405
H 1.4292 0.2293 0.7492 -2.10 -1.01 -0.40 0.3839
H -0.3005 -1.8754 -0.2786 -0.10 -0.11 -0.24 0.3305
```
Positions in Å, forces in eV/Å.

* orbital gap: 8.25 eV
* energy above the lowest of the compared OMol25 structures with the same formula, charge and spin: 12.03 kJ/mol
* LUMO: -0.02173 Eh

***

# 8
ORCA calculation (ωB97M-V/def2-TZVPD) on an isolated molecule of CH2S.

Geometry as XYZ:
```
4
Properties=species:S:1:pos:R:3:forces:R:3:mulliken_charge:R:1
S 1.5077 -0.0055 -0.0044 0.03 -0.08 -0.04 -0.1804
C -0.0849 -0.0079 -0.0108 -1.37 0.36 0.19 -0.2796
H -0.7250 -0.9162 0.0078 0.66 0.40 -0.07 0.2330
H -0.6977 0.9296 0.0074 0.68 -0.68 -0.08 0.2270
```
Positions in Å, forces in eV/Å.

* SMILES: C=S
* orbital gap: 8.58 eV
* energy above the lowest of the compared OMol25 structures with the same formula, charge and spin: 0.26 kJ/mol
* LUMO: -0.01348 Eh

***

Number 1: strongest force on any atom 7.36 eV/A. Number 2: strongest force on any atom 3.38 eV/A. Number 3: strongest force on any atom 5.23 eV/A. Number 4: strongest force on any atom 6.59 eV/A. Number 5: strongest force on any atom 6.59 eV/A. Number 6: strongest force on any atom 3.25 eV/A. Number 7: strongest force on any atom 2.40 eV/A. Number 8: strongest force on any atom 1.43 eV/A.